Record 1
Formula: C17H54GaN22O11S
Source: OMol25
Level of theory: ωB97M-V with the def2-TZVPD basis set

Structure (ORCA input):
```
! wB97M-V def2-TZVPD RIJCOSX def2/J DEFGRID3
* xyz -1 1
C 12.062 3.026 -2.348
Ga 10.228 4.010 -2.093
C 8.767 2.625 -2.608
C 7.576 2.466 -1.487
C 6.145 2.517 -2.288
C 5.098 1.334 -1.830
S 3.988 2.055 -0.452
C 2.636 2.955 -1.386
N 1.153 3.121 -1.141
N 0.783 3.895 -2.261
C 1.925 4.206 -3.203
O 3.126 3.588 -2.620
H 11.829 1.866 -2.479
H 12.757 3.217 -1.425
H 12.496 3.400 -3.369
H 10.046 4.662 -0.645
H 10.146 5.218 -3.177
H 8.392 2.918 -3.683
H 9.258 1.544 -2.722
H 7.547 3.331 -0.683
H 7.635 1.432 -0.898
H 5.703 3.617 -2.152
H 6.287 2.393 -3.466
H 4.393 1.131 -2.769
H 5.624 0.338 -1.503
H 1.990 4.814 -4.202
C -1.983 0.659 0.253
O -2.374 1.594 0.934
N -2.518 -0.573 0.333
N -0.983 0.777 -0.639
H -2.209 -1.355 -0.220
H -3.274 -0.705 0.992
H -0.552 1.688 -0.730
H -0.647 0.019 -1.209
C 10.894 6.890 1.652
O 10.816 6.113 0.713
N 12.018 7.050 2.372
N 9.861 7.655 2.050
H 12.102 7.684 3.148
H 12.819 6.492 2.105
H 8.996 7.565 1.534
H 9.906 8.300 2.820
C 0.842 3.259 3.267
O 1.114 3.659 4.388
N 1.620 3.507 2.198
N -0.261 2.536 3.000
H 1.412 3.186 1.267
H 2.460 4.049 2.355
H -0.874 2.327 3.777
H -0.502 2.198 2.084
C -3.248 -4.303 0.488
O -3.424 -3.144 0.147
N -2.991 -5.288 -0.391
N -3.296 -4.698 1.773
H -2.843 -6.249 -0.129
H -2.946 -5.034 -1.369
H -3.487 -3.987 2.466
H -3.153 -5.648 2.073
C -1.824 4.263 7.855
O -2.386 4.094 8.926
N -1.016 3.339 7.304
N -1.964 5.387 7.130
H -0.545 3.461 6.423
H -0.884 2.478 7.818
H -2.564 6.108 7.510
H -1.510 5.545 6.247
C -6.555 -5.286 -1.775
O -5.535 -5.441 -2.428
N -6.543 -4.875 -0.494
N -7.782 -5.512 -2.278
H -7.372 -4.741 0.060
H -5.639 -4.693 -0.077
H -7.835 -5.823 -3.239
H -8.633 -5.391 -1.756
C -1.014 -8.441 1.111
O -1.678 -7.417 1.064
N -0.853 -9.152 2.242
N -0.385 -8.950 0.037
H -0.311 -9.998 2.300
H -1.310 -8.804 3.074
H -0.480 -8.445 -0.835
H 0.166 -9.791 0.055
C -2.129 -0.809 7.474
O -1.176 -0.579 6.746
N -2.826 0.164 8.089
N -2.568 -2.056 7.726
H -3.614 -0.006 8.691
H -2.529 1.117 7.925
H -2.071 -2.817 7.283
H -3.351 -2.265 8.323
C -9.898 -4.390 -5.402
O -9.579 -4.745 -4.278
N -8.998 -4.022 -6.331
N -11.178 -4.335 -5.811
H -9.241 -3.726 -7.261
H -8.022 -4.049 -6.063
H -11.888 -4.604 -5.143
H -11.460 -4.045 -6.733
C -7.041 -0.845 -7.255
O -7.167 -2.060 -7.232
N -7.885 -0.014 -6.617
N -6.048 -0.230 -7.921
H -7.798 0.988 -6.625
H -8.647 -0.437 -6.103
H -5.390 -0.819 -8.415
H -5.927 0.769 -7.952
*
```

- Total energy: -5035.557645 Ha
- HOMO: -4.05 eV



Record 2
Formula: C17H55F5N4O21
Source: OMol25
Level of theory: ωB97M-V with the def2-TZVPD basis set

Structure (ORCA input):
```
! wB97M-V def2-TZVPD RIJCOSX def2/J DEFGRID3
* xyz 0 1
O -1.759 2.995 -1.379
F 4.773 -1.966 -1.122
F 6.433 0.365 -1.415
F 7.095 -1.074 0.137
F 7.163 1.085 0.412
F -1.096 4.941 3.415
N -1.780 0.978 -2.285
N -0.589 -0.601 -1.000
N -0.152 1.078 2.162
C -1.605 1.824 -1.185
C -1.312 -0.177 -2.110
C -0.631 0.140 0.112
C 0.128 0.113 1.330
C 4.492 0.738 1.238
C 3.188 0.519 1.762
C 3.055 -1.366 0.376
C 4.241 -1.114 -0.235
C 5.030 -0.073 0.297
C 2.502 -0.585 1.327
N -0.983 1.910 1.446
C -1.462 -1.164 -3.212
C 6.456 0.071 -0.127
C -1.542 1.257 0.224
C 1.120 -1.331 3.242
C -1.177 3.648 3.176
C 1.056 -0.965 1.766
C -1.090 3.374 1.683
H 5.042 1.522 1.674
H 2.752 1.107 2.531
H 2.547 -2.253 0.084
H -0.676 -0.948 -3.943
H -2.456 -1.182 -3.724
H -1.322 -2.164 -2.836
H -2.563 0.922 0.443
H 1.724 -0.626 3.738
H 1.522 -2.357 3.283
H 0.155 -1.442 3.750
H -2.119 3.330 3.503
H -0.354 3.104 3.638
H 0.765 -1.873 1.228
H -0.203 3.856 1.347
H -1.985 3.747 1.203
O 2.635 3.895 4.246
H 3.642 3.804 4.252
H 2.402 4.800 3.858
O 1.060 -4.300 0.954
H 0.989 -5.296 1.112
H 0.454 -4.059 0.181
O -1.263 -1.608 6.056
H -1.987 -2.201 5.672
H -1.428 -0.662 5.738
O -2.902 5.508 -2.857
H -2.279 5.655 -2.074
H -2.353 5.170 -3.637
O -1.661 6.363 -0.091
H -1.284 7.287 -0.256
H -2.574 6.467 0.332
O -1.025 -3.455 -0.727
H -2.011 -3.660 -0.635
H -0.906 -2.451 -0.676
O -1.474 0.857 4.577
H -0.599 1.058 5.043
H -1.322 0.926 3.579
O 1.965 -2.432 -3.818
H 2.195 -1.496 -3.510
H 2.255 -3.081 -3.098
O -3.690 -0.965 2.182
H -3.166 -1.641 2.724
H -4.676 -1.142 2.327
O -0.382 -4.255 3.253
H -1.375 -4.300 3.066
H 0.106 -4.259 2.366
O 2.702 -5.301 3.535
H 3.361 -4.634 3.916
H 1.778 -4.893 3.582
O 0.965 0.809 -5.553
H 0.072 0.439 -5.851
H 1.560 0.891 -6.368
O -4.783 -0.255 -0.282
H -4.085 -0.286 0.451
H -4.988 0.715 -0.481
O 1.016 2.067 5.501
H 1.522 2.658 4.854
H 0.733 2.633 6.290
O -4.977 0.342 -3.076
H -5.464 1.178 -2.778
H -4.620 -0.125 -2.253
O -4.586 -0.126 -5.676
H -4.739 0.057 -4.693
H -5.489 -0.244 -6.118
O -1.913 0.186 -6.222
H -1.633 -0.692 -6.640
H -2.924 0.227 -6.221
O 5.474 -3.042 -4.031
H 6.442 -3.296 -3.884
H 4.982 -3.153 -3.154
O -0.867 3.042 -4.146
H -1.385 2.356 -3.611
H -0.693 2.658 -5.066
O -0.077 -4.919 -2.626
H -0.475 -4.208 -2.027
H -0.637 -4.973 -3.467
*
```

- Total energy: -2979.042435 Ha
- HOMO: -9.34 eV



Record 3
Formula: C17H56N6O11
Source: OMol25
Level of theory: ωB97M-V with the def2-TZVPD basis set

Structure (ORCA input):
```
! wB97M-V def2-TZVPD RIJCOSX def2/J DEFGRID3
* xyz 0 1
N 3.357 -0.293 3.503
C 2.276 0.121 4.036
N 1.245 0.324 3.310
O 2.240 0.210 5.434
H 4.220 -0.163 4.158
H 3.490 -0.253 2.530
H 0.468 0.695 3.852
H 1.126 -0.138 2.375
N -0.091 1.258 -0.100
C -0.053 0.010 0.133
N 0.969 -0.471 0.755
O -1.037 -0.833 -0.251
H -0.916 1.489 -0.741
H 0.636 1.882 0.266
H 0.794 -1.489 0.902
H 1.897 -0.203 0.461
N -2.723 3.030 3.252
C -2.412 2.464 2.094
N -1.219 1.980 2.216
O -3.284 2.286 1.020
H -3.628 3.412 3.317
H -2.125 3.134 4.049
H -0.912 1.493 1.324
H -0.580 2.233 2.936
C -1.081 -3.749 1.115
C 0.254 -4.013 1.763
C 0.785 -5.366 1.210
O 1.077 -3.156 1.465
H -1.032 -3.711 0.020
H -1.570 -2.862 1.504
H -1.800 -4.469 1.417
H 0.189 -4.232 2.849
H 1.094 -5.274 0.244
H 0.019 -6.115 1.377
H 1.529 -5.786 1.816
H 1.862 -3.265 1.968
C -3.825 -2.202 -1.027
C -4.951 -2.449 -1.995
C -5.473 -1.181 -2.633
O -4.575 -3.142 -2.964
H -4.066 -1.400 -0.366
H -2.861 -2.112 -1.583
H -3.812 -3.128 -0.390
H -5.753 -2.953 -1.353
H -6.573 -1.191 -2.727
H -5.102 -1.168 -3.637
H -5.182 -0.298 -2.121
H -3.865 -3.749 -2.658
C 2.715 -0.349 -2.093
C 3.483 0.467 -1.180
C 3.144 1.915 -1.251
O 3.627 0.129 0.025
H 1.727 -0.629 -1.725
H 3.230 -1.272 -2.204
H 2.638 0.080 -3.112
H 4.506 0.387 -1.554
H 3.179 2.333 -2.308
H 3.850 2.448 -0.736
H 2.280 2.098 -0.737
H 4.494 -0.219 0.096
C 2.860 2.835 1.993
O 1.643 2.379 1.739
H 3.034 3.067 2.997
H 3.099 3.615 1.293
H 3.505 2.033 1.807
H 1.515 1.702 2.431
C 0.098 4.511 0.211
O 0.167 5.440 1.193
H -0.698 3.838 0.366
H 1.083 4.013 0.116
H -0.177 5.040 -0.698
H 1.044 5.915 1.084
C 0.524 3.084 -3.225
O 0.716 1.708 -2.940
H 1.429 3.744 -3.094
H -0.272 3.518 -2.692
H 0.198 3.254 -4.279
H 0.859 1.642 -1.947
C 0.931 -3.572 -1.868
O 1.705 -3.278 -3.020
H 1.595 -3.538 -1.051
H 0.509 -4.590 -2.066
H 0.030 -2.869 -1.743
H 2.550 -3.617 -2.950
C -2.595 0.967 -2.065
O -2.329 2.300 -1.595
H -2.802 0.343 -1.173
H -1.729 0.540 -2.499
H -3.435 0.833 -2.766
H -2.958 2.550 -0.904
*
```

- SMILES string: NC(N)=O.NC(N)=O.NC(N)=O.CC(C)O.CC(C)O.CC(C)O.CO.CO.CO.CO.CO
- Relative energy (zero: lowest compared OMol25 entry of this formula, charge and spin): 213.9 kcal/mol
- Total energy: -1837.179690 Ha
- HOMO: -9.20 eV



Record 4
Formula: C17H60O13
Source: OMol25
Level of theory: ωB97M-V with the def2-TZVPD basis set

Structure (ORCA input):
```
! wB97M-V def2-TZVPD RIJCOSX def2/J DEFGRID3
* xyz 0 1
C 51.393 7.140 46.489
O 51.586 5.927 45.877
H 52.019 7.893 46.326
H 50.950 6.908 47.453
H 50.353 7.425 46.078
H 50.604 5.529 45.516
C 50.271 10.764 53.642
O 49.529 11.960 53.629
H 50.880 10.622 54.562
H 50.949 10.820 52.944
H 49.579 9.779 53.484
H 50.007 12.667 53.915
C 48.964 9.871 50.088
O 49.094 8.963 49.030
H 49.869 9.918 50.532
H 48.436 9.379 50.929
H 48.583 10.789 49.802
H 49.002 8.187 49.305
C 47.256 7.195 52.414
O 48.067 6.444 53.207
H 47.427 8.306 52.701
H 46.136 7.019 52.617
H 47.326 7.096 51.351
H 47.605 6.177 54.039
C 49.878 7.677 52.638
O 50.859 7.724 53.679
H 49.093 8.205 52.961
H 49.884 6.688 52.410
H 50.206 8.306 51.880
H 51.046 8.574 53.627
C 47.159 11.164 53.786
O 46.838 9.972 54.577
H 46.246 11.570 53.396
H 47.761 11.034 52.892
H 47.552 11.883 54.354
H 47.376 10.233 55.259
C 52.592 9.269 49.623
O 53.768 8.891 49.137
H 52.006 8.360 49.437
H 52.411 10.240 49.085
H 52.668 9.564 50.598
H 54.243 9.569 48.813
C 53.206 7.921 51.107
O 54.437 8.271 51.790
H 52.533 8.726 51.183
H 52.625 6.936 51.405
H 53.301 7.803 50.190
H 55.084 7.732 51.560
C 50.766 10.865 46.813
O 50.954 11.432 45.492
H 50.580 9.936 46.806
H 50.310 11.537 47.355
H 51.587 11.150 47.183
H 51.658 12.064 45.414
C 46.963 13.601 51.726
O 47.701 12.444 51.242
H 46.993 13.511 52.912
H 45.775 13.593 51.453
H 47.383 14.373 51.255
H 48.324 12.181 51.818
C 48.803 5.330 48.464
O 49.450 6.138 49.527
H 49.469 5.394 47.719
H 47.824 5.935 48.121
H 48.627 4.391 48.846
H 49.877 5.520 50.141
C 50.706 13.155 50.161
C 51.871 13.926 50.773
C 53.156 12.989 50.765
O 52.127 15.047 50.005
H 50.531 12.273 50.813
H 51.018 12.795 49.313
H 49.851 13.847 50.023
H 51.699 14.347 51.925
H 53.207 12.437 51.647
H 54.170 13.235 51.062
H 53.226 12.580 49.906
H 51.712 15.812 50.559
C 46.899 11.849 46.963
C 47.013 13.095 47.930
C 46.928 14.256 47.134
O 46.048 13.028 48.917
H 46.861 10.889 47.652
H 47.716 11.521 46.332
H 46.003 12.005 46.484
H 47.920 12.941 48.534
H 47.773 14.498 46.425
H 47.065 14.975 47.944
H 46.006 14.700 46.605
H 46.278 12.721 49.770
*
```

- Relative energy (zero: lowest compared OMol25 entry of this formula, charge and spin): 504.3 kcal/mol
- Total energy: -1660.878303 Ha
- HOMO: -9.22 eV



Record 5
Formula: C17H64N14O15
Source: OMol25
Level of theory: ωB97M-V with the def2-TZVPD basis set

Structure (ORCA input):
```
! wB97M-V def2-TZVPD RIJCOSX def2/J DEFGRID3
* xyz 0 1
C -1.175 -2.057 -3.253
C -1.530 -3.533 -3.432
O -0.527 -4.479 -3.056
H -0.144 -1.928 -3.605
H -1.217 -1.762 -2.155
H -1.680 -1.373 -3.865
H -1.695 -3.803 -4.482
H -2.386 -3.846 -2.864
H -0.824 -5.381 -3.285
C 0.337 3.431 2.678
C 1.533 4.185 3.255
O 2.701 3.935 2.491
H 0.388 2.339 2.501
H 0.114 3.873 1.742
H -0.444 3.696 3.377
H 1.827 3.870 4.253
H 1.266 5.235 3.200
H 3.424 4.407 2.896
C -1.471 3.966 -1.721
O -1.692 3.236 -0.600
N -2.065 3.784 -2.842
N -0.643 4.929 -1.858
H -2.836 3.084 -2.956
H -1.966 4.344 -3.617
H -0.389 5.359 -0.920
H -0.202 5.209 -2.729
C 2.272 -0.141 2.924
O 1.818 -1.163 3.778
N 2.554 -0.191 1.667
N 2.410 1.081 3.338
H 2.333 -1.163 1.254
H 2.572 0.564 1.007
H 2.247 1.238 4.388
H 2.435 1.872 2.722
C 2.938 1.074 -3.730
O 2.318 0.350 -2.726
N 4.210 0.842 -4.073
N 2.450 1.901 -4.560
H 4.818 0.186 -3.610
H 4.652 1.189 -4.933
H 1.442 2.028 -4.475
H 2.956 2.705 -5.118
C 2.342 -3.068 -0.675
O 3.706 -3.109 -1.003
N 1.389 -3.002 -1.549
N 1.865 -2.897 0.541
H 1.740 -2.925 -2.542
H 0.442 -3.284 -1.433
H 2.534 -3.291 1.279
H 0.858 -2.821 0.747
C -0.157 -0.328 0.271
O -0.362 -1.322 1.259
N 0.599 -0.467 -0.717
N -0.885 0.747 0.358
H 1.039 -1.425 -0.774
H 0.861 0.044 -1.552
H -1.422 0.855 1.248
H -0.934 1.555 -0.201
C 0.321 -5.024 3.255
O 1.519 -5.601 2.884
N -0.653 -5.708 3.652
N 0.181 -3.723 3.369
H -0.641 -6.727 3.716
H -1.581 -5.268 3.758
H 0.896 -3.155 2.967
H -0.629 -3.283 3.824
C -0.951 0.748 5.491
O -1.836 1.781 5.885
N -0.580 0.478 4.307
N -0.249 -0.003 6.312
H -1.086 1.090 3.668
H 0.130 -0.095 3.990
H -0.424 0.006 7.339
H 0.065 -0.975 6.078
C -3.455 -2.722 1.681
O -4.187 -3.932 1.463
H -2.578 -2.928 2.299
H -4.126 -1.939 2.077
H -3.110 -2.283 0.685
H -3.662 -4.501 0.890
C 2.705 -1.939 -5.315
O 2.466 -2.212 -3.913
H 3.621 -1.393 -5.421
H 1.858 -1.332 -5.631
H 2.820 -2.873 -5.806
H 2.517 -1.346 -3.422
C -0.664 1.151 -3.565
O -0.280 2.251 -4.384
H -1.709 1.042 -3.645
H -0.407 1.278 -2.513
H -0.201 0.322 -4.016
H -0.647 3.072 -4.044
C -4.533 1.444 -0.677
O -3.421 0.559 -0.764
H -4.319 2.449 -1.044
H -5.009 1.323 0.299
H -5.356 1.109 -1.332
H -2.665 0.812 -0.293
C 1.751 2.583 -0.273
O 2.869 1.727 -0.378
H 2.042 3.589 0.047
H 1.080 2.188 0.492
H 1.208 2.608 -1.209
H 2.719 1.149 -1.130
C -3.220 0.648 2.740
O -2.282 1.644 2.498
H -3.704 0.753 3.743
H -2.667 -0.275 2.750
H -3.930 0.652 1.978
H -2.750 2.421 2.374
*
```

- Relative energy (zero: lowest compared OMol25 entry of this formula, charge and spin): 42.8 kcal/mol
- Total energy: -2581.132100 Ha
- HOMO: -8.16 eV